Entry from OMol25: a molecular structure, C5H11N (the ωB97M-V functional and the def2-TZVPD basis).

ORCA input file:
```
! RIJCOSX wB97M-V def2-TZVPD def2/J DEFGRID3
* xyz 0 1
C -0.500 0.771 0.211
C 0.663 0.997 -0.680
C -0.183 0.620 1.677
C -1.322 -0.909 -0.405
C 1.223 -0.401 -1.122
N 2.252 -0.910 -0.596
H -1.346 1.427 0.015
H 2.399 -1.879 -0.888
H 1.496 1.506 -0.192
H 0.378 1.520 -1.596
H 0.171 -0.998 -1.353
H 0.643 -0.082 1.831
H -1.058 0.285 2.242
H 0.126 1.579 2.112
H -1.032 -1.961 -0.494
H -1.940 -0.547 -1.227
H -1.970 -1.018 0.466
*
```

Lowest unoccupied orbital energy in eV: 1.04
Total energy in eV: -6850.222
Frontier orbital gap in hartree: 0.3757